1.
A structure of composition C35H26F9N6OS4Ti in a non-equilibrium geometry, computed with ωB97M-V/def2-TZVPD.

As for the HOMO energy (spin up / spin down): -14.0 / -14.1 eV. The net charge is +2. For the frontier orbital gap (spin up / spin down), the calculation gives 6.058 / 6.224 eV. The energy above the lowest of the compared OMol25 structures with the same formula, charge and spin is 0.0 kcal per mole. Its LUMO energy (spin up / spin down) is -7.91 / -7.89 eV. As for the spin multiplicity: 2.

Positions of all 82 atoms, in Å:
Ti1 -0.49 0.49 -0.36
C1 -2.17 -2.61 -0.92
C2 -0.84 -3.22 -0.51
S1 0.53 -2.04 -0.62
C3 1.36 -2.18 0.98
C4 0.52 -1.83 2.20
S2 -0.32 -0.21 2.13
C5 -2.01 -0.64 2.62
C6 -2.74 -1.56 1.66
S3 -2.57 -1.06 -0.08
H1 -2.99 -3.31 -0.75
H2 -2.18 -2.35 -1.98
H3 -0.62 -4.06 -1.17
H4 -0.88 -3.63 0.51
H5 2.23 -1.53 0.90
H6 1.75 -3.20 1.09
H7 1.15 -1.84 3.09
H8 -0.26 -2.58 2.37
H9 -2.52 0.32 2.72
H10 -1.97 -1.08 3.61
H11 -3.81 -1.57 1.91
H12 -2.38 -2.59 1.74
F1 0.35 3.22 -1.81
C7 -0.64 3.48 -0.92
C8 -1.26 2.45 -0.23
C9 -2.24 2.85 0.65
F2 -2.93 1.92 1.35
C10 -2.60 4.18 0.88
F3 -3.56 4.50 1.73
C11 -1.91 5.17 0.20
F4 -2.21 6.44 0.40
C12 -0.91 4.83 -0.71
F5 -0.24 5.77 -1.35
C13 -1.29 1.13 -6.52
C14 -1.05 2.58 -6.13
C15 -0.74 2.75 -4.65
N1 -1.92 2.49 -3.83
C16 -2.17 1.46 -3.07
S4 -0.93 0.26 -2.78
N2 -3.38 1.31 -2.48
C17 -4.43 2.27 -2.31
O1 -4.90 2.37 -1.21
C18 -4.90 3.02 -3.50
C19 -5.48 4.27 -3.29
C20 -5.96 4.98 -4.37
C21 -5.89 4.44 -5.64
C22 -5.34 3.18 -5.85
C23 -4.83 2.47 -4.78
H13 -1.63 1.04 -7.55
H14 -2.06 0.67 -5.89
H15 -0.39 0.54 -6.41
H16 -1.92 3.19 -6.39
H17 -0.22 3.00 -6.69
H18 -0.41 3.77 -4.42
H19 0.04 2.07 -4.32
H20 -2.71 3.11 -4.02
H21 -3.41 0.60 -1.76
H22 -5.54 4.67 -2.28
H23 -6.41 5.96 -4.22
H24 -6.29 4.99 -6.48
H25 -5.31 2.76 -6.85
H26 -4.42 1.48 -4.93
F6 2.08 3.68 0.36
C24 3.33 4.07 0.15
C25 3.65 5.36 0.30
F7 2.72 6.22 0.65
C26 5.02 5.85 0.12
C27 6.00 4.79 -0.18
C28 5.65 3.50 -0.32
F8 6.58 2.60 -0.61
C29 4.29 3.05 -0.19
C30 3.92 1.74 -0.38
C31 2.57 1.30 -0.42
N3 1.52 0.82 -0.44
C32 4.80 0.63 -0.58
N4 5.44 -0.32 -0.65
F9 7.25 5.14 -0.34
C33 5.35 7.15 0.20
C34 4.40 8.19 0.47
N5 3.68 9.07 0.65
C35 6.68 7.66 0.01
N6 7.73 8.07 -0.17

These are the Löwdin partial charges, in e, on atoms 1 to 5: atom 1 (Ti): 0.432, atom 2 (C): -0.469, atom 3 (C): -0.452, atom 4 (S): 0.885, atom 5 (C): -0.475

***

2.
A structure of composition C35H26N6O11PbS4Te, computed with ωB97M-V/def2-TZVPD.

As for the HOMO energy: -8.1 eV. For the frontier orbital gap, the calculation gives 7.277 eV. The energy above the lowest of the compared OMol25 structures with the same formula, charge and spin is 18.7 kcal per mole. Its LUMO energy is -0.80 eV.

Positions of all 84 atoms, in Å:
Pb1 -1.47 -1.72 0.98
O1 -6.11 -2.05 -0.61
S1 -4.87 -1.39 -0.39
O2 -3.69 -2.22 -0.20
O3 -4.56 -0.44 -1.54
C1 -5.16 -0.20 0.94
C2 -6.06 0.78 0.49
C3 -6.43 1.84 1.28
C4 -5.92 1.95 2.56
C5 -5.08 0.96 3.04
C6 -4.70 -0.13 2.26
S2 -3.67 -1.28 3.20
O4 -4.25 -1.30 4.51
O5 -2.34 -0.62 3.14
O6 -3.63 -2.54 2.47
H1 -6.47 0.68 -0.51
H2 -7.13 2.58 0.90
H3 -6.20 2.78 3.20
H4 -4.72 1.00 4.06
N1 2.28 0.09 3.44
C7 3.40 -0.76 3.58
C8 4.54 -0.28 4.19
C9 5.66 -1.10 4.32
C10 5.62 -2.40 3.83
C11 4.47 -2.87 3.21
C12 3.36 -2.06 3.09
S3 1.90 -2.71 2.33
N2 0.93 -1.33 2.13
C13 1.19 -0.20 2.67
C14 0.24 0.94 2.46
C15 0.11 1.94 3.42
C16 -0.80 2.96 3.21
C17 -1.55 2.96 2.05
C18 -1.37 1.92 1.16
N3 -0.49 0.93 1.34
H5 2.43 1.06 3.67
H6 4.57 0.73 4.56
H7 6.55 -0.72 4.80
H8 6.49 -3.04 3.92
H9 4.44 -3.88 2.82
H10 0.66 1.89 4.35
H11 -0.94 3.73 3.96
H12 -2.28 3.73 1.84
H13 -1.97 1.86 0.25
Te1 -2.42 -0.15 -1.98
C19 -3.09 1.75 -2.64
C20 -4.30 2.32 -2.38
C21 -4.49 3.57 -3.03
C22 -3.43 3.93 -3.79
S4 -2.19 2.75 -3.72
H14 -5.04 1.86 -1.74
H15 -5.39 4.16 -2.94
H16 -3.30 4.81 -4.39
O7 0.46 -3.92 -0.58
C23 0.73 -2.78 -0.94
O8 -0.10 -1.79 -1.00
C24 2.17 -2.41 -1.24
C25 3.00 -3.32 -1.90
C26 4.31 -2.98 -2.18
C27 4.78 -1.75 -1.76
C28 3.99 -0.85 -1.08
C29 2.67 -1.18 -0.83
N4 6.16 -1.36 -2.09
O9 6.91 -2.23 -2.51
O10 6.47 -0.20 -1.93
H17 2.60 -4.29 -2.18
H18 4.97 -3.65 -2.71
H19 4.41 0.10 -0.77
H20 2.01 -0.50 -0.32
N5 1.68 -1.36 -5.72
C30 2.39 -0.52 -4.92
O11 3.59 -0.39 -5.01
C31 1.61 0.27 -3.91
C32 2.25 1.35 -3.30
C33 1.58 2.06 -2.31
C34 0.30 1.67 -1.97
N6 -0.31 0.65 -2.57
C35 0.33 -0.05 -3.50
H21 2.20 -1.93 -6.37
H22 0.69 -1.46 -5.67
H23 3.26 1.59 -3.59
H24 2.04 2.90 -1.81
H25 -0.27 2.19 -1.21
H26 -0.22 -0.89 -3.90

These are the Löwdin partial charges, in e, on atoms 1 to 5: atom 1 (Pb): 1.589, atom 2 (O): -0.235, atom 3 (S): 0.489, atom 4 (O): -0.503, atom 5 (O): -0.622

***

3.
A structure of composition C35H27AgAsBrN4O10S, computed with ωB97M-V/def2-TZVPD.

As for the HOMO energy: -3.3 eV. The net charge is -2. For the frontier orbital gap, the calculation gives 7.340 eV. Its LUMO energy is 4.06 eV.

Positions of all 80 atoms, in Å:
Ag1 0.89 0.65 0.20
C1 -0.35 1.96 -3.00
O1 0.98 1.61 -2.64
C2 1.50 0.48 -3.19
C3 0.92 -0.19 -4.25
C4 1.46 -1.40 -4.65
Br1 0.66 -2.33 -6.11
C5 2.56 -1.94 -4.02
C6 3.16 -1.24 -2.97
C7 2.64 -0.03 -2.55
O2 3.10 0.63 -1.47
C8 4.34 -1.84 -2.33
N1 5.40 -1.20 -1.91
C9 6.23 -2.19 -1.40
C10 7.48 -2.09 -0.80
C11 8.07 -3.24 -0.32
C12 7.43 -4.48 -0.42
C13 6.18 -4.60 -1.01
C14 5.61 -3.44 -1.51
N2 4.42 -3.19 -2.15
H1 -1.01 1.10 -2.84
H2 -0.40 2.28 -4.04
H3 -0.65 2.76 -2.33
H4 0.02 0.18 -4.72
H5 2.98 -2.88 -4.36
H6 3.31 -0.04 -0.76
H7 7.96 -1.12 -0.69
H8 9.04 -3.19 0.17
H9 7.90 -5.37 -0.01
H10 5.67 -5.56 -1.06
H11 3.60 -3.78 -2.11
O3 3.18 -2.58 2.55
As1 2.27 -2.38 1.02
O4 2.73 -3.62 0.06
O5 2.65 -0.77 0.71
C15 0.45 -2.56 1.73
C16 0.34 -2.95 3.07
C17 -0.89 -3.09 3.68
C18 -2.05 -2.85 2.96
C19 -1.96 -2.47 1.63
C20 -0.72 -2.33 1.02
S1 -0.79 -1.79 -0.69
O6 -1.63 -2.76 -1.38
O7 -1.39 -0.46 -0.60
O8 0.60 -1.75 -1.14
H12 3.42 -1.67 2.79
H13 1.25 -3.12 3.63
H14 -0.95 -3.39 4.72
H15 -3.02 -2.95 3.43
H16 -2.85 -2.26 1.05
O9 -0.27 0.95 2.87
C21 -0.90 1.75 2.20
N3 -2.17 2.20 2.59
C22 -2.80 2.82 1.44
C23 -1.56 2.98 0.50
O10 -1.62 3.65 -0.52
N4 -0.51 2.31 1.01
C24 -3.86 1.89 0.85
C25 -3.72 1.30 -0.40
C26 -4.67 0.39 -0.85
C27 -5.77 0.08 -0.07
C28 -5.93 0.69 1.18
C29 -4.97 1.58 1.63
C30 -3.41 4.18 1.74
C31 -4.08 4.87 0.74
C32 -4.63 6.12 0.98
C33 -4.52 6.70 2.24
C34 -3.85 6.02 3.25
C35 -3.29 4.77 3.00
H17 -2.70 1.49 3.08
H18 -2.85 1.50 -1.00
H19 -4.52 -0.10 -1.80
H20 -6.50 -0.64 -0.41
H21 -6.78 0.45 1.80
H22 -5.09 2.06 2.60
H23 -4.15 4.43 -0.25
H24 -5.14 6.65 0.19
H25 -4.95 7.67 2.44
H26 -3.76 6.46 4.23
H27 -2.76 4.24 3.77

These are the Löwdin partial charges, in e, on atoms 1 to 5: atom 1 (Ag): 0.806, atom 2 (C): -0.068, atom 3 (O): -0.078, atom 4 (C): -0.224, atom 5 (C): -0.064

***

| no. | calculated total energy (hartree) |
| --- | --- |
| 1 | -5093.5543 |
| 2 | -4559.1541 |
| 3 | -7676.5668 |